[1]
8
Properties=species:S:1:pos:R:3 method="wB97M-V/def2-TZVPD" e_homo_ev=-9.018 e_above_lowest_kcal_mol=123.55 orbital_gap_ha=0.3043 molar_mass_da=86.0 e_tot_ev=-14489.664
C 0.40 -0.08 -0.17
C -0.78 0.03 0.14
C 2.71 -0.15 -0.41
O 3.39 -0.01 0.53
P -2.62 -0.36 0.02
H 2.87 -0.10 -1.47
H -3.10 0.92 -0.02
H -2.87 -0.24 1.37

[2]
36
Properties=species:S:1:pos:R:3 method="wB97M-V/def2-TZVPD" spin_multiplicity=3 e_homo_ev="-3.207 / -2.473" e_above_lowest_kcal_mol=14.05 charge=-1 orbital_gap_ha="0.2273 / 0.2003" molar_mass_da=368.4 e_tot_ev=-72392.404
Cr -0.53 0.26 0.37
C 0.98 0.61 1.89
C 1.46 1.20 0.69
C 0.63 2.28 0.39
C -0.35 2.40 1.40
C -0.14 1.36 2.32
H 1.50 -0.13 2.49
H 2.35 0.91 0.16
H 0.76 2.97 -0.44
H -1.08 3.19 1.49
H -0.66 1.23 3.26
O -1.97 -0.87 0.86
N -2.16 -2.08 0.38
C -3.37 -2.69 0.56
C -3.58 -3.98 0.16
C -2.54 -4.69 -0.46
C -1.31 -4.06 -0.64
C -1.12 -2.75 -0.23
S 0.34 -1.88 -0.41
H -4.12 -2.07 1.01
H -4.54 -4.43 0.33
H -2.70 -5.70 -0.81
H -0.48 -4.57 -1.09
C -4.99 1.18 1.37
C -4.11 1.91 0.40
C -4.24 3.29 0.17
C -3.43 3.82 -0.81
N -2.55 3.11 -1.50
C -2.43 1.82 -1.15
S -1.25 0.84 -1.89
N -3.21 1.20 -0.25
H -5.92 1.71 1.53
H -4.47 1.07 2.33
H -5.19 0.18 0.99
H -4.94 3.89 0.73
H -3.48 4.87 -1.09

[3]
44
Properties=species:S:1:pos:R:3 method="wB97M-V/def2-TZVPD" e_homo_ev=-7.806 e_above_lowest_kcal_mol=19.07 smiles="O=C(CCc1ccccc1)N1CCN(c2ccc(Cl)cc2)CC1" orbital_gap_ha=0.3078 molar_mass_da=328.8 e_tot_ev=-37594.532
O 1.13 1.34 0.94
C 0.21 0.86 0.31
N 0.43 -0.08 -0.64
C -0.56 -0.89 -1.31
H -1.52 -0.80 -0.80
C -0.08 -2.36 -1.29
N 0.68 -2.64 -0.11
C 0.07 -3.02 1.07
C -1.32 -3.06 1.23
C -1.89 -3.48 2.41
C -1.09 -3.87 3.47
C 0.28 -3.85 3.34
C 0.86 -3.44 2.16
H 1.93 -3.46 2.07
H 0.91 -4.17 4.16
Cl -1.82 -4.40 4.95
H -2.97 -3.50 2.51
H -1.97 -2.75 0.43
C 1.94 -1.91 -0.09
H 2.73 -2.51 -0.56
C 1.78 -0.57 -0.83
H 2.46 0.17 -0.42
H 1.96 -0.68 -1.90
H 2.22 -1.70 0.95
H 0.57 -2.55 -2.15
H -0.93 -3.05 -1.36
H -0.69 -0.56 -2.35
C -1.21 1.35 0.51
H -1.89 0.52 0.73
H -1.18 2.01 1.38
C -1.71 2.15 -0.70
C -0.68 3.18 -1.09
C 0.19 2.94 -2.15
C 1.18 3.86 -2.47
C 1.30 5.02 -1.73
C 0.44 5.27 -0.68
C -0.54 4.35 -0.36
H -1.21 4.55 0.46
H 0.54 6.18 -0.10
H 2.08 5.74 -1.98
H 1.85 3.66 -3.29
H 0.10 2.03 -2.73
H -1.90 1.49 -1.55
H -2.65 2.65 -0.44

[4]
5
Properties=species:S:1:pos:R:3 method="wB97M-V/def2-TZVPD" e_homo_ev="-10.083 / -10.081" e_above_lowest_kcal_mol=59.63 orbital_gap_ha="0.3231 / 0.3230" molar_mass_da=163.3 e_tot_ev=-93916.553
O -0.44 0.93 -1.26
P 0.02 -0.80 0.27
Cl 1.70 0.02 0.93
Br -1.33 -0.42 1.93
H 0.04 0.27 -1.87